Below is 3 unconnected molecules or ions with the total composition C4H15NO2 in a non-equilibrium geometry, with properties calculated with ωB97M-V/def2-TZVPD.

Geometry as ORCA input:
```
! RIJCOSX wB97M-V def2-TZVPD def2/J DEFGRID3
* xyz 1 2
C 1.6472 0.2266 -1.1202
C 0.2937 0.8534 -1.2345
C 0.2248 1.7777 0.1051
C 0.4605 0.9839 1.3840
N -0.8507 0.7913 2.2166
H 1.4189 -0.7956 -0.7523
H 2.4730 0.6403 -0.5675
H 2.1842 0.0507 -2.0947
H 0.1654 1.3932 -2.1917
H -0.4857 0.2539 -1.3135
H 0.8635 2.5614 -0.0288
H -0.7307 2.3592 0.1701
H 1.1371 1.4201 2.1317
H 0.7199 0.0024 1.2872
H -1.4140 0.1049 1.6400
H -1.1528 1.7389 2.2031
H -1.5797 -1.6825 -1.7909
H -2.1714 -2.2622 -0.5872
O -2.3510 -2.1869 -1.5457
H -0.4766 -2.9034 1.4463
H 0.2060 -2.8771 0.0521
O -0.5816 -2.4505 0.5907
*
```

ΔE to the lowest compared entry with this formula, charge and spin: 60.1 kcal per mole
Orbital gap (spin up / spin down): 10.5683 / 4.7888 eV
HOMO level (spin up / spin down): -0.51568 / -0.51564 Eh

Atomic partial charges in e from the Mulliken method, atoms 1 to 8:
1. C -0.988
2. C -0.298
3. C -0.872
4. C -0.527
5. N -0.169
6. H 0.128
7. H 0.378
8. H 0.330

=====

Below is a single C4H15NO2P2 molecule, with properties calculated with ωB97M-V/def2-TZVPD.

Geometry as ORCA input:
```
! RIJCOSX wB97M-V def2-TZVPD def2/J DEFGRID3
* xyz 0 1
C -1.2693 2.1967 1.6489
C -2.1753 1.1813 0.9972
O -1.6732 0.9325 -0.3119
C -1.8441 -0.3911 -0.7948
C -0.7420 -0.6469 -1.7964
P 0.9312 -0.4158 -0.9256
P 2.8751 -0.1424 0.2393
N 3.9000 -1.4454 -0.3037
O 2.4136 -0.6980 1.7221
H -0.3212 1.7230 1.8626
H -1.7154 2.6129 2.5398
H -1.0998 2.9794 0.9234
H -2.2303 0.2714 1.5812
H -3.1707 1.6077 0.9049
H -1.7946 -1.1146 0.0126
H -2.8026 -0.4541 -1.3092
H -0.8446 -1.6281 -2.2421
H -0.8119 0.1320 -2.5438
H 0.8452 0.9972 -1.0269
H 0.3917 -1.1458 0.2303
H 1.6497 -1.0527 -2.0005
H 3.7053 -2.2920 0.2243
H 3.7785 -1.6250 -1.2959
H 2.0047 -1.5822 1.6644
*
```

Orbital gap: 8.0361 eV
HOMO level: -0.26265 Eh

Atomic partial charges in e from the Mulliken method, atoms 1 to 8:
1. C -1.114
2. C -0.218
3. O -0.275
4. C -0.541
5. C -1.019
6. P 0.168
7. P 0.156
8. N -0.592

=====

Below is a molecular structure, C4H15NO2S in a non-equilibrium geometry, with properties calculated with ωB97M-V/def2-TZVPD.

Geometry as ORCA input:
```
! RIJCOSX wB97M-V def2-TZVPD def2/J DEFGRID3
* xyz 0 1
C 0.2803 -1.1196 1.2772
C -1.2094 -1.3033 1.4583
C -2.0266 -1.3779 0.1875
S -1.5947 -0.3370 -1.7132
C -2.2685 1.2901 -0.9475
N 0.7791 0.2541 1.0911
H 0.6347 -1.6205 0.3779
H 0.7989 -1.4207 2.1492
H -1.5051 -0.5608 2.1595
H -1.2615 -2.3193 1.9028
H -1.1204 -1.3586 -0.7425
H -2.6349 -2.3007 0.1343
H -3.2599 1.0035 -0.5460
H -1.7991 1.6864 -0.0502
H -2.3015 2.0640 -1.7300
H 0.9567 0.7077 2.0025
H 1.6831 0.3049 0.6199
H 3.6296 1.0976 -0.9387
H 4.2355 0.8180 0.4578
O 3.4106 1.0726 0.0492
H 1.2990 0.6319 -1.7890
H 1.3641 1.7218 -2.9089
O 1.9100 1.0657 -2.5010
*
```

ΔE to the lowest compared entry with this formula, charge and spin: 125.9 kcal per mole
Orbital gap: 7.5609 eV
HOMO level: -0.27598 Eh

Atomic partial charges in e from the Mulliken method, atoms 1 to 8:
1. C -0.830
2. C -0.246
3. C -0.855
4. S -0.140
5. C -0.789
6. N -0.428
7. H 0.451
8. H 0.422

=====

Below is 3 unconnected molecules or ions with the total composition C4H15NO2S in a non-equilibrium geometry, with properties calculated with ωB97M-V/def2-TZVPD.

Geometry as ORCA input:
```
! RIJCOSX wB97M-V def2-TZVPD def2/J DEFGRID3
* xyz 0 1
C -1.8202 -0.8215 0.1021
N -1.2366 0.3021 -0.6135
C 0.1268 0.6732 -0.5157
C 0.5474 1.3073 -1.9526
S 2.3585 1.8562 -2.0620
C -1.7979 -0.1382 1.5608
H -1.2317 -1.7895 0.1511
H -2.9099 -0.9162 -0.3690
H -1.8768 0.6896 -1.3643
H 0.3488 1.4671 0.1679
H 0.6835 -0.1663 -0.1674
H -0.0170 2.1903 -2.2157
H 0.4924 0.5419 -2.7283
H 2.4122 2.8603 -1.1798
H -1.7422 0.9867 1.3841
H -0.9313 -0.2803 2.2016
H -2.8570 -0.4067 1.8992
H 1.7102 -1.5937 -1.8079
H 1.2216 -3.0339 -1.3973
O 2.0020 -2.4114 -1.4869
H 2.0245 0.1806 3.5336
H 0.7660 -0.8349 3.4356
O 1.7266 -0.6625 3.4244
*
```

ΔE to the lowest compared entry with this formula, charge and spin: 65.1 kcal per mole
Orbital gap: 8.8553 eV
HOMO level: -0.29985 Eh

Atomic partial charges in e from the Mulliken method, atoms 1 to 8:
1. C -0.395
2. N -0.249
3. C -0.313
4. C -1.015
5. S -0.216
6. C -0.480
7. H 0.170
8. H 0.332

=====

Below is 3 unconnected molecules or ions with the total composition C4H15NO3 in a non-equilibrium geometry, with properties calculated with ωB97M-V/def2-TZVPD.

Geometry as ORCA input:
```
! RIJCOSX wB97M-V def2-TZVPD def2/J DEFGRID3
* xyz -1 2
C -1.4554 2.1613 -0.4766
C 0.1344 2.4695 -0.3664
C 0.9185 1.1391 -0.2685
O 0.7994 0.7465 1.1148
C 0.7847 -0.6482 1.3362
N 0.4089 3.0111 -1.6946
H -2.0389 3.0739 -0.3548
H -1.7195 1.5179 0.3627
H -1.6843 1.7334 -1.4526
H 0.2873 3.2689 0.3587
H 1.9828 1.3061 -0.4344
H 0.6156 0.4199 -1.0295
H -0.1801 -1.0558 1.0345
H 0.8287 -0.8165 2.4122
H 1.6255 -1.2179 0.9405
H 0.0166 2.3200 -2.3179
H 1.3415 3.1097 -2.0696
O -0.6145 -3.9038 1.8493
H -0.1973 -4.4624 1.1934
H -0.6485 -4.4446 2.6384
O -0.0893 -3.4768 -0.9151
H -0.8385 -3.5252 -1.5089
H -0.2778 -2.7263 -0.3516
*
```

ΔE to the lowest compared entry with this formula, charge and spin: 37.9 kcal per mole
Orbital gap (spin up / spin down): 2.5574 / 9.9763 eV
HOMO level (spin up / spin down): 0.03742 / -0.23723 Eh

Atomic partial charges in e from the Mulliken method, atoms 1 to 8:
1. C -1.361
2. C 0.555
3. C -0.981
4. O 0.220
5. C -1.660
6. N -0.848
7. H 0.329
8. H 0.237

=====

Below is 4 unconnected molecules or ions with the total composition C4H15NO3 in a non-equilibrium geometry, with properties calculated with ωB97M-V/def2-TZVPD.

Geometry as ORCA input:
```
! RIJCOSX wB97M-V def2-TZVPD def2/J DEFGRID3
* xyz 0 1
C 1.7422 -1.4055 0.9368
C 0.4048 -1.0780 0.3208
C 0.4487 -0.3931 -1.0361
C 1.5952 -0.0513 -1.6867
N -0.8097 -0.1082 -1.6044
H 1.5599 -1.8858 1.9552
H 2.3193 -2.0953 0.2813
H 2.3500 -0.4991 1.0783
H -0.1838 -2.0042 0.1830
H -0.1256 -0.4341 1.0062
H 2.5683 -0.2517 -1.2422
H 1.5718 0.4561 -2.6829
H -1.5299 -0.7982 -1.3741
H -0.7557 -0.0017 -2.6343
H -1.8774 2.6759 0.0988
H -1.2441 1.2543 -0.4640
O -1.5210 1.7964 0.3391
H 1.1812 2.4379 2.1851
H 0.2833 2.0818 1.0349
O 1.2174 2.2002 1.2690
H -2.6553 0.0375 0.6377
H -3.6075 -1.1045 1.0107
O -2.9320 -0.8292 0.3878
*
```

ΔE to the lowest compared entry with this formula, charge and spin: 5.7 kcal per mole
Orbital gap: 9.0365 eV
HOMO level: -0.30817 Eh

Atomic partial charges in e from the Mulliken method, atoms 1 to 8:
1. C -1.604
2. C 0.249
3. C 0.403
4. C -1.104
5. N -0.626
6. H 0.357
7. H 0.367
8. H 0.340

=====

Below is 3 unconnected molecules or ions with the total composition C4H15NO3 in a non-equilibrium geometry, with properties calculated with ωB97M-V/def2-TZVPD.

Geometry as ORCA input:
```
! RIJCOSX wB97M-V def2-TZVPD def2/J DEFGRID3
* xyz 0 1
C 1.0410 -0.3190 0.1990
C -0.4797 -0.0880 0.2547
C -1.0328 -0.2889 1.6909
C -0.6155 0.8357 2.6198
O -0.6008 -1.5217 2.2604
N -1.2083 -0.9773 -0.6539
H 1.3306 -1.1341 0.8664
H 1.5885 0.5428 0.5858
H 1.2853 -0.6762 -0.8051
H -0.6990 0.9317 -0.0548
H -2.1169 -0.3108 1.6085
H -1.1165 1.7652 2.3557
H 0.4654 0.9388 2.7223
H -0.9732 0.6111 3.6346
H -1.0864 -2.2306 1.8238
H -0.8074 -1.8666 -0.9033
H -1.5834 -0.4959 -1.4581
H 1.9135 -0.8928 -3.4557
H 0.6163 -0.4323 -4.1539
O 1.0457 -0.5086 -3.2957
H 0.8594 1.4811 -2.4966
H 1.1627 2.2649 -1.2004
O 1.0113 2.3718 -2.1447
*
```

ΔE to the lowest compared entry with this formula, charge and spin: 10.8 kcal per mole
Orbital gap: 9.2813 eV
HOMO level: -0.32750 Eh

Atomic partial charges in e from the Mulliken method, atoms 1 to 8:
1. C -1.430
2. C 0.388
3. C 0.089
4. C -1.439
5. O -0.600
6. N -0.604
7. H 0.428
8. H 0.337

=====

Below is 3 unconnected molecules or ions with the total composition C4H15NO3 in a non-equilibrium geometry, with properties calculated with ωB97M-V/def2-TZVPD.

Geometry as ORCA input:
```
! RIJCOSX wB97M-V def2-TZVPD def2/J DEFGRID3
* xyz 0 1
C -1.3966 -1.0841 1.9337
C -1.2812 0.0550 0.9233
C -0.0308 0.8704 1.2928
C 0.2989 1.9948 0.3357
O 1.5872 1.9366 -0.2825
N -1.3111 -0.4604 -0.4027
H -1.3447 -0.7165 2.9511
H -0.5916 -1.8129 1.7411
H -2.2187 -1.7444 1.6363
H -2.1519 0.6955 1.1095
H -0.0685 1.2043 2.3309
H 0.8057 0.1798 1.4395
H -0.3895 2.1070 -0.5023
H 0.2762 2.9482 0.8774
H 2.2295 1.3993 0.1848
H -0.9112 0.0737 -1.1589
H -1.0062 -1.4184 -0.4898
H 2.7815 -0.3833 -1.5083
H 1.8269 -1.3541 -0.8640
O 2.6503 -1.3220 -1.3740
H -0.3671 -1.7133 -3.3513
H 0.7393 -0.6629 -3.6070
O -0.1263 -0.7922 -3.2153
*
```

ΔE to the lowest compared entry with this formula, charge and spin: 22.5 kcal per mole
Orbital gap: 9.6335 eV
HOMO level: -0.33124 Eh

Atomic partial charges in e from the Mulliken method, atoms 1 to 8:
1. C -1.627
2. C 0.365
3. C -0.669
4. C -0.505
5. O -0.570
6. N -0.517
7. H 0.390
8. H 0.397

=====

Below is 3 unconnected molecules or ions with the total composition C4H15NO3 in a non-equilibrium geometry, with properties calculated with ωB97M-V/def2-TZVPD.

Geometry as ORCA input:
```
! RIJCOSX wB97M-V def2-TZVPD def2/J DEFGRID3
* xyz 0 1
C -0.3341 0.3157 0.4197
N -0.2148 -1.1022 0.4958
C 1.1600 -1.5906 0.9351
O 2.1232 -1.2035 -0.0246
C -1.9607 0.6657 0.5437
C -2.6069 -0.0034 1.7861
H 0.2437 0.7647 -0.5389
H 0.1584 0.7573 1.2407
H -0.4141 -1.6931 -0.2650
H 1.3542 -1.1847 1.9405
H 1.1213 -2.6625 0.7443
H 2.5458 -0.4134 0.3867
H -2.0794 1.7201 0.3319
H -2.2912 0.1215 -0.3712
H -1.9539 0.0342 2.6383
H -2.5319 -1.0547 1.5586
H -3.6342 0.2715 1.9772
H 2.4581 3.6928 -0.3978
H 2.1317 2.9041 -1.6583
O 1.8907 3.0018 -0.7789
H 0.3999 -1.2763 -4.1560
H 1.6200 -0.7562 -3.5031
O 0.8143 -1.3086 -3.3050
*
```

ΔE to the lowest compared entry with this formula, charge and spin: 47.0 kcal per mole
Orbital gap: 8.8238 eV
HOMO level: -0.30653 Eh

Atomic partial charges in e from the Mulliken method, atoms 1 to 8:
1. C -0.451
2. N -0.226
3. C -0.568
4. O -0.504
5. C -0.665
6. C -0.993
7. H 0.099
8. H 0.465

=====

Below is 4 unconnected molecules or ions with the total composition C4H15NO5 in a non-equilibrium geometry, with properties calculated with ωB97M-V/def2-TZVPD.

Geometry as ORCA input:
```
! RIJCOSX wB97M-V def2-TZVPD def2/J DEFGRID3
* xyz 1 2
C 1.9267 -0.9481 -0.0428
C 2.0327 -0.6008 -1.4821
N 0.9001 -0.2221 -2.2052
C -0.4324 -0.0853 -1.6477
C -0.6780 1.3989 -1.2314
O -1.9597 1.3427 -0.6134
O 3.0798 -0.6204 -2.0977
H 1.8502 -0.0483 0.5815
H 1.1353 -1.6686 0.1220
H 2.8928 -1.4413 0.3209
H 1.0413 0.0248 -3.1622
H -1.1847 -0.3736 -2.3880
H -0.5586 -0.6946 -0.7937
H -0.6893 2.1065 -2.1256
H 0.0650 1.7745 -0.4808
H -2.3403 2.2262 -0.5180
H 1.1728 1.4809 3.1025
H 0.1808 1.0272 2.0455
O 1.0519 1.3005 2.1518
H -1.0119 -2.4750 2.3791
H -1.8338 -2.5956 1.1734
O -1.6829 -2.0554 1.9376
H -1.6953 -0.3381 2.0073
H -1.7354 0.8466 1.0077
O -1.5272 0.6381 1.9593
*
```

ΔE to the lowest compared entry with this formula, charge and spin: 0.0 kcal per mole
Orbital gap (spin up / spin down): 10.6149 / 4.9587 eV
HOMO level (spin up / spin down): -0.51338 / -0.51335 Eh

Atomic partial charges in e from the Mulliken method, atoms 1 to 8:
1. C -0.888
2. C 0.698
3. N 0.105
4. C -0.210
5. C -0.263
6. O -0.603
7. O -0.386
8. H 0.250

=====

- What is the formula in the fourth record?
  C4H15NO2S

=====

- Number 1 is which compound?
  C4H15NO2

=====

- Which formula does entry 4 have?
  C4H15NO2S